Entry a
Entry from the Open Molecules 2025 dataset: 2 unconnected molecules or ions with the total composition CHBrClNO (ωB97M-V/def2-TZVPD).

Summary:
HOMO (spin up / spin down): -0.33280 / -0.37677 Eh
gap between HOMO and LUMO (spin up / spin down): 7.758 / 8.541 eV

Positions of all 6 atoms, in Å:
C (-2.389, -1.213, 0.678)
N (0.817, -2.451, -0.792)
O (-3.284, -1.894, 0.895)
Cl (-0.046, -1.273, -0.021)
Br (-2.638, 0.650, 0.134)
H (0.267, -2.707, -1.624)

Atomic partial charges in e from the Mulliken method, atoms 1 to 4: number 1, C, carries 0.30; number 2, N, carries -0.34; number 3, O, carries -0.22; number 4, Cl, carries 0.11

Entry b
Entry from the Open Molecules 2025 dataset: 2 unconnected molecules or ions with the total composition CHBrClNO (ωB97M-V/def2-TZVPD).

Summary:
HOMO (spin up / spin down): -0.35844 / -0.35837 Eh
gap between HOMO and LUMO (spin up / spin down): 7.163 / 7.161 eV

Positions of all 6 atoms, in Å:
C (0.145, -0.804, -0.136)
N (-0.949, -1.347, -0.043)
O (-2.317, 0.173, -0.138)
Cl (1.634, -1.792, 0.039)
Br (-3.947, -0.299, -0.021)
H (0.497, 0.285, -0.264)

Atomic partial charges in e from the Mulliken method, atoms 1 to 4: number 1, C, carries 0.21; number 2, N, carries -0.21; number 3, O, carries -0.32; number 4, Cl, carries -0.12

It is entry a that is most stable; the runner-up trails by 102.7 kJ/mol.

Entry a
Entry from the Open Molecules 2025 dataset: C17H10BF7O in the gas phase (ωB97M-V/def2-TZVPD).

Summary:
HOMO: -0.37623 Eh
gap between HOMO and LUMO: 7.930 eV

Positions of all 36 atoms, in Å:
F (4.122, 0.386, 2.579)
C (2.883, 0.968, 2.415)
C (2.317, 1.650, 3.485)
C (1.059, 2.217, 3.271)
F (0.473, 2.905, 4.311)
C (0.360, 2.050, 2.079)
C (0.868, 1.182, 1.093)
C (-0.056, 0.703, 0.012)
C (0.383, 0.749, -1.419)
C (-0.523, 1.239, -2.378)
C (-0.281, 1.018, -3.730)
F (-1.237, 1.371, -4.655)
C (0.878, 0.393, -4.194)
C (1.835, 0.083, -3.237)
F (2.987, -0.556, -3.639)
C (1.652, 0.319, -1.871)
C (2.215, 0.772, 1.202)
H (2.838, 1.752, 4.431)
H (-0.613, 2.541, 1.948)
H (-1.046, 1.139, 0.122)
H (-1.440, 1.756, -2.067)
H (1.036, 0.182, -5.247)
H (2.468, 0.084, -1.199)
H (2.722, 0.223, 0.419)
C (-0.491, -1.083, 0.423)
C (-1.035, -1.297, 1.725)
C (-2.272, -1.944, 1.565)
C (-2.387, -2.280, 0.213)
B (-3.634, -3.013, -0.505)
F (-4.577, -3.086, 0.528)
F (-4.048, -2.153, -1.527)
F (-3.142, -4.269, -0.878)
O (-1.296, -1.799, -0.452)
H (0.565, -0.958, 0.161)
H (-0.572, -1.075, 2.684)
H (-3.012, -2.171, 2.331)

Atomic partial charges in e from the Mulliken method, atoms 1 to 4: number 1, F, carries -0.31; number 2, C, carries 0.31; number 3, C, carries -0.68; number 4, C, carries 0.42

Entry b
Entry from the Open Molecules 2025 dataset: 2 unconnected molecules or ions with the total composition C17H10BF7O (ωB97M-V/def2-TZVPD).

Summary:
HOMO: -0.29054 Eh
gap between HOMO and LUMO: 3.596 eV

Positions of all 36 atoms, in Å:
F (4.107, 1.546, 2.132)
C (3.417, 1.628, 0.940)
C (3.614, 2.761, 0.155)
C (2.870, 2.823, -1.027)
F (3.022, 3.926, -1.837)
C (1.996, 1.833, -1.420)
C (1.824, 0.658, -0.619)
C (0.918, -0.303, -1.130)
C (0.631, -1.628, -0.730)
C (-0.218, -2.371, -1.613)
C (-0.512, -3.691, -1.348)
F (-1.266, -4.393, -2.261)
C (-0.065, -4.362, -0.206)
C (0.741, -3.621, 0.656)
F (1.209, -4.248, 1.793)
C (1.110, -2.299, 0.436)
C (2.568, 0.581, 0.597)
H (4.299, 3.551, 0.441)
H (1.428, 1.911, -2.348)
H (0.417, 0.002, -2.055)
H (-0.592, -1.872, -2.506)
H (-0.325, -5.395, -0.010)
H (1.756, -1.799, 1.147)
H (2.476, -0.271, 1.262)
C (-1.204, 0.759, 1.253)
C (-1.332, 2.092, 0.918)
C (-2.706, 2.290, 0.601)
C (-3.325, 1.068, 0.751)
B (-4.851, 0.633, 0.568)
F (-5.415, 1.870, 0.185)
F (-4.874, -0.315, -0.456)
F (-5.302, 0.197, 1.815)
O (-2.394, 0.134, 1.136)
H (-0.311, 0.243, 1.576)
H (-0.551, 2.838, 0.900)
H (-3.161, 3.223, 0.302)

Atomic partial charges in e from the Mulliken method, atoms 1 to 4: number 1, F, carries -0.31; number 2, C, carries 0.22; number 3, C, carries -0.66; number 4, C, carries 0.37

It is entry a that is most stable; the runner-up trails by 83.0 kJ/mol.

Entry a
Entry from the Open Molecules 2025 dataset: 2 unconnected molecules or ions with the total composition C5H11O3 (ωB97M-V/def2-TZVPD).

Summary:
HOMO: -0.14968 Eh
gap between HOMO and LUMO: 7.692 eV
charge: -1

Positions of all 19 atoms, in Å:
C (-1.478, 0.736, -2.118)
C (-0.107, 1.307, -2.439)
O (-2.478, 1.786, -2.111)
H (-1.826, 0.023, -2.869)
H (-1.375, 0.136, -1.210)
H (0.575, 0.464, -2.563)
H (-2.167, 2.357, -1.381)
H (0.241, 1.843, -1.553)
H (-0.074, 1.945, -3.320)
C (0.154, -1.419, 1.865)
C (0.112, -0.673, 3.199)
C (1.191, -0.848, 0.804)
O (2.222, -0.326, 1.284)
O (0.837, -1.033, -0.380)
H (0.553, -2.417, 2.091)
H (-0.794, -1.517, 1.345)
H (1.127, -0.438, 3.516)
H (-0.321, -1.267, 4.002)
H (-0.371, 0.306, 3.123)

Atomic partial charges in e from the Mulliken method, atoms 1 to 4: number 1, C, carries -0.03; number 2, C, carries -0.96; number 3, O, carries -0.54; number 4, H, carries 0.27

Entry b
Entry from the Open Molecules 2025 dataset: 2 unconnected molecules or ions with the total composition C5H11O3 (ωB97M-V/def2-TZVPD).

Summary:
HOMO: -0.14641 Eh
gap between HOMO and LUMO: 7.493 eV
charge: -1

Positions of all 19 atoms, in Å:
C (-1.035, -0.811, 0.177)
C (-1.671, -2.156, 0.612)
C (-1.965, -0.081, -1.001)
O (-3.142, -0.486, -0.945)
O (-1.440, 0.805, -1.689)
H (-1.054, -0.136, 1.029)
H (0.006, -1.058, -0.077)
H (-0.992, -2.934, 0.998)
H (-2.306, -2.581, -0.148)
H (-2.329, -1.867, 1.443)
C (1.221, 1.486, -0.489)
C (2.430, 0.726, -0.021)
O (0.833, 2.469, 0.503)
H (1.452, 2.025, -1.413)
H (0.335, 0.858, -0.647)
H (2.349, 0.362, 1.015)
H (1.376, 2.284, 1.277)
H (3.326, 1.347, -0.144)
H (2.607, -0.252, -0.481)

Atomic partial charges in e from the Mulliken method, atoms 1 to 4: number 1, C, carries -0.20; number 2, C, carries -1.12; number 3, C, carries 0.56; number 4, O, carries -0.72

Entry c
Entry from the Open Molecules 2025 dataset: 2 unconnected molecules or ions with the total composition C5H11O3 (ωB97M-V/def2-TZVPD).

Summary:
HOMO: -0.15192 Eh
gap between HOMO and LUMO: 7.994 eV
charge: -1

Positions of all 19 atoms, in Å:
C (0.328, -1.735, -0.359)
C (0.049, -1.910, -1.901)
C (1.767, -1.188, -0.042)
O (2.661, -1.831, -0.624)
O (1.800, -0.138, 0.647)
H (-0.421, -1.042, 0.033)
H (0.074, -2.698, 0.103)
H (-0.075, -2.972, -2.056)
H (0.846, -1.465, -2.481)
H (-0.924, -1.482, -2.125)
C (-0.724, 2.101, 1.613)
C (-0.814, 2.199, 0.049)
O (-0.818, 0.709, 1.894)
H (0.253, 2.396, 1.998)
H (-1.611, 2.537, 2.092)
H (-0.062, 1.503, -0.357)
H (-0.012, 0.183, 1.980)
H (-0.602, 3.211, -0.284)
H (-1.716, 1.624, -0.180)

Atomic partial charges in e from the Mulliken method, atoms 1 to 4: number 1, C, carries -0.10; number 2, C, carries -1.12; number 3, C, carries 0.34; number 4, O, carries -0.74

It is entry a that is most stable; the runner-up trails by 41.5 kJ/mol.

Entry a
Entry from the Open Molecules 2025 dataset: 2 unconnected molecules or ions with the total composition C5H11O3 (ωB97M-V/def2-TZVPD).

Summary:
HOMO: -0.14944 Eh
gap between HOMO and LUMO: 7.851 eV
charge: -1

Positions of all 19 atoms, in Å:
C (0.444, 2.365, 0.125)
C (1.572, 1.745, -0.727)
O (0.917, 2.717, 1.367)
H (-0.166, 3.055, -0.443)
H (-0.367, 1.471, 0.452)
H (1.467, 0.730, -0.995)
H (1.746, 3.182, 1.383)
H (2.434, 1.791, -0.145)
H (1.732, 2.224, -1.661)
C (-1.716, -1.960, 0.115)
C (-0.543, -2.643, 0.755)
C (-0.987, -0.895, -0.846)
O (-0.091, -1.268, -1.636)
O (-1.235, 0.318, -0.539)
H (-2.122, -2.726, -0.532)
H (-2.537, -1.470, 0.636)
H (-0.086, -3.437, 0.035)
H (-0.869, -3.123, 1.764)
H (0.407, -2.078, 0.892)

Atomic partial charges in e from the Mulliken method, atoms 1 to 4: number 1, C, carries 0.09; number 2, C, carries -0.97; number 3, O, carries -0.55; number 4, H, carries 0.26

Entry b
Entry from the Open Molecules 2025 dataset: 2 unconnected molecules or ions with the total composition C5H11O3 (ωB97M-V/def2-TZVPD).

Summary:
HOMO: -0.16146 Eh
gap between HOMO and LUMO: 8.252 eV
charge: -1

Positions of all 19 atoms, in Å:
C (-1.511, 1.382, 1.635)
C (-0.690, 1.970, 0.454)
O (0.098, 1.149, -0.126)
O (-0.873, 3.141, 0.111)
H (-0.894, 1.406, 2.536)
H (-1.637, 0.327, 1.372)
H (-2.454, 1.883, 1.844)
C (0.839, -2.042, -0.344)
C (-0.364, -2.143, -1.345)
C (1.959, -1.290, -1.021)
O (0.314, -1.301, 0.797)
H (1.002, -3.004, 0.153)
H (-1.256, -1.629, -1.014)
H (2.085, -1.829, -1.974)
H (1.717, -0.212, -1.116)
H (2.883, -1.056, -0.509)
H (0.358, -0.330, 0.542)
H (-0.679, -3.179, -1.597)
H (0.047, -1.892, -2.319)

Atomic partial charges in e from the Mulliken method, atoms 1 to 4: number 1, C, carries -0.82; number 2, C, carries 0.54; number 3, O, carries -0.70; number 4, O, carries -0.75

It is entry b that is most stable; the runner-up trails by 143.5 kJ/mol.